(1)
The following is a quantum chemistry calculation of C4H5N3O3 as an isolated structure in a non-equilibrium geometry, from the OMol25 dataset.

Computed properties:
multiplicity	1
E_HOMO	-8.076	eV
total energy	-14836.3443	eV
LUMO energy	-0.34	eV
HOMO-LUMO gap	7.7	eV
max |F|	3.819	eV/Å

Positions of all 15 atoms, in Å:
O: 1.63801 0.48880 0.93782
O: 0.85255 -1.16081 -2.32573
O: 1.25595 2.12168 -0.61102
N: -0.40880 0.80143 0.25176
N: -1.26333 0.74159 -0.78784
N: -2.30554 0.08521 -0.31813
C: -1.97086 -0.60830 0.77274
C: 0.88160 1.27333 0.30564
C: -0.61925 -0.30936 1.08827
C: 0.60061 -0.91343 1.36014
H: 0.06433 -0.59791 -2.24252
H: 2.22010 2.19262 -0.65942
H: 0.72956 -1.46552 2.29084
H: 1.01723 -1.48127 -1.42254
H: -2.69217 -1.16805 1.36000



(2)
The following is a quantum chemistry calculation of one molecule with the formula C4H5N3O8 in a non-equilibrium geometry, from the OMol25 dataset.

Computed properties:
multiplicity	1
structure (SMILES)	CCOC(=O)O[N+]([O-])=C([N+](=O)[O-])[N+](=O)[O-]
E_HOMO	-10.999	eV
total energy	-25067.0629	eV
LUMO energy	-1.68	eV
HOMO-LUMO gap	9.3	eV
max |F|	4.012	eV/Å

Positions of all 20 atoms, in Å:
O: -0.80036 -3.11605 -0.38471
O: 3.29915 -0.04314 -2.33702
O: 1.97622 2.60573 -0.13506
O: -0.03982 -0.89766 -0.25278
O: 0.22362 1.46352 0.49706
O: -1.74491 -1.62872 1.00092
O: 1.72047 -1.73374 -1.31475
O: 3.97647 1.04956 -0.57872
N: 1.27149 1.60537 -0.07842
N: 1.24041 -0.79429 -0.78285
N: 3.19540 0.49094 -1.26816
C: -2.49520 0.58507 0.40032
C: -1.80950 -0.26121 1.41100
C: -0.90906 -2.06688 0.12056
C: 1.79024 0.40259 -0.70470
H: -0.69457 0.04024 1.63362
H: -1.91329 0.56950 -0.57032
H: -2.52670 -0.32917 2.41310
H: -3.51630 0.40754 0.41375
H: -2.24376 1.65082 0.51715



(3)
The following is a quantum chemistry calculation of one molecule with the formula C4H5N3S in a non-equilibrium geometry, from the OMol25 dataset.

Computed properties:
multiplicity	1
structure (SMILES)	C=N/N=C(\C#N)CS
E_HOMO	-9.734	eV
total energy	-19529.5118	eV
LUMO energy	-1.07	eV
HOMO-LUMO gap	8.7	eV
max |F|	8.297	eV/Å

Positions of all 13 atoms, in Å:
S: -2.55499 -0.37440 0.58512
N: 1.03878 -1.02840 -0.73257
N: 2.31043 -0.82815 -0.28938
N: 0.78824 2.35140 0.02840
C: 0.15517 -0.00411 -0.48623
C: 2.53413 -0.56706 1.05333
C: -1.27424 -0.16106 -0.95000
C: 0.72226 1.17542 -0.14600
H: 3.62022 -0.26304 1.36132
H: 1.86136 -0.52103 1.90819
H: -1.71426 0.81450 -1.40204
H: -1.36802 -1.20179 -1.52105
H: -3.30555 1.03857 0.41993



(4)
The following is a quantum chemistry calculation of C4H5N3S as an isolated structure in a non-equilibrium geometry, from the OMol25 dataset.

Computed properties:
multiplicity	1
E_HOMO	-9.199	eV
total energy	-19530.2138	eV
LUMO energy	0.43	eV
HOMO-LUMO gap	9.6	eV
max |F|	7.415	eV/Å

Positions of all 13 atoms, in Å:
S: -1.48749 -1.51644 -0.07814
N: 1.33935 -1.61650 -0.10941
N: 1.82994 0.61632 -0.23083
N: 0.50405 0.39532 -0.18235
C: 0.21171 -0.92565 -0.05968
C: -0.40964 1.50861 0.17224
C: 2.18949 -0.66226 -0.07388
C: -1.70212 1.21852 -0.23572
H: -1.18666 -2.78842 0.73429
H: 0.05588 2.50697 0.69355
H: 3.26119 -0.87848 0.22148
H: -2.41627 2.02602 0.08702
H: -2.18945 0.11599 -0.93856



(5)
The following is a quantum chemistry calculation of one molecule with the formula C4H5N3S in a non-equilibrium geometry, from the OMol25 dataset.

Computed properties:
multiplicity	1
E_HOMO (alpha / beta)	-6.681 / -7.086	eV
total energy	-19530.1207	eV
LUMO energy (alpha / beta)	0.41 / -0.14	eV
HOMO-LUMO gap (alpha / beta)	7.1 / 6.9	eV
max |F|	1.820	eV/Å

Positions of all 13 atoms, in Å:
S: 4.81713 -0.53108 -0.04568
N: -1.75286 -0.49204 0.00646
N: -0.02032 0.87283 -0.00030
N: 2.25363 0.46458 0.08199
C: 3.39524 0.11936 -0.01560
C: -0.41138 -0.40994 0.05350
C: 1.24745 1.31205 0.00334
C: -2.45618 -1.61228 0.01934
H: -3.52591 -1.57248 -0.02486
H: -0.72255 1.63437 -0.06403
H: -2.31762 0.37765 -0.05580
H: 1.42331 2.37952 -0.02811
H: -1.92994 -2.54255 0.06973



(6)
The following is a quantum chemistry calculation of C4H5N4O as an isolated structure in a non-equilibrium geometry, from the OMol25 dataset.

Computed properties:
multiplicity	1
E_HOMO	-15.571	eV
total energy	-12224.1596	eV
LUMO energy	-6.37	eV
HOMO-LUMO gap	9.2	eV
total charge	+1
max |F|	5.006	eV/Å

Positions of all 14 atoms, in Å:
O: 0.77712 2.56524 0.75465
N: -2.69968 0.30903 -0.75564
N: -1.34006 2.22161 -0.65745
N: -2.25213 -1.09606 1.04337
N: -1.82914 1.07436 -0.33425
C: -0.24315 2.10615 0.43689
C: -1.03409 0.85100 0.77903
C: -1.32005 -0.25792 1.53730
C: -2.81276 -0.88842 -0.10041
H: -3.62780 -1.55885 -0.41085
H: 0.96829 -0.45208 -0.55409
H: 0.88163 -1.22752 -0.70164
H: -1.05616 -0.60651 2.58584
H: -1.53809 2.92463 -1.35523



(7)
The following is a quantum chemistry calculation of one molecule with the formula C4H5NO, from the OMol25 dataset.

Computed properties:
multiplicity	1
E_HOMO	-9.456	eV
total energy	-7761.8546	eV
LUMO energy	-0.46	eV
HOMO-LUMO gap	9.0	eV
max |F|	0.438	eV/Å

Positions of all 11 atoms, in Å:
O: 1.63195 -1.08030 -0.02429
N: 0.30763 -1.29292 0.07811
C: 0.57568 1.02434 0.14144
C: 1.80309 0.32002 -0.09824
C: -0.30986 -0.14015 0.13436
C: -1.80206 -0.07125 0.18676
H: -2.18194 0.27491 -0.78080
H: -2.10850 0.66191 0.93679
H: 2.81403 0.61633 0.17002
H: 1.58865 0.64698 -1.16568
H: -2.24804 -1.04256 0.41297



(8)
The following is a quantum chemistry calculation of one molecule with the formula C4H5NO in a non-equilibrium geometry, from the OMol25 dataset.

Computed properties:
multiplicity	1
structure (SMILES)	O=C1CN2C[C@@H]12
E_HOMO	-9.917	eV
total energy	-7762.9235	eV
LUMO energy	0.95	eV
HOMO-LUMO gap	10.9	eV
max |F|	1.298	eV/Å

Positions of all 11 atoms, in Å:
O: -1.13982 1.75072 0.01265
N: 0.44611 -0.88076 -0.32369
C: 1.39230 0.29714 -0.21046
C: 0.42143 0.03173 0.84688
C: -1.18599 -0.62943 -0.45648
C: -0.86430 0.61101 0.29147
H: 1.29724 1.20258 -0.80637
H: -1.90264 -0.49363 -1.29012
H: 2.42092 -0.01862 -0.02138
H: -1.47204 -1.51608 0.11260
H: 0.58679 -0.35464 1.84491



(9)
The following is a quantum chemistry calculation of one molecule with the formula C4H5NO, from the OMol25 dataset.

Computed properties:
multiplicity	1
structure (SMILES)	Nc1ccco1
E_HOMO	-7.645	eV
total energy	-7765.8966	eV
LUMO energy	1.05	eV
HOMO-LUMO gap	8.7	eV
max |F|	0.267	eV/Å

Positions of all 11 atoms, in Å:
O: -0.00644 -1.21380 -0.06718
N: 2.00282 -0.14919 0.12148
C: -1.54420 0.39596 0.02552
C: 0.64181 -0.02922 -0.01991
C: -1.34743 -0.93807 -0.03900
C: -0.24169 1.00861 0.00267
H: -1.99244 -1.80183 -0.06552
H: -0.01434 2.06571 -0.00525
H: 2.54560 0.67274 0.30307
H: 2.45483 -0.90924 -0.35837
H: -2.49853 0.89833 0.10250



(10)
The following is a quantum chemistry calculation of one molecule with the formula C4H5NO in a non-equilibrium geometry, from the OMol25 dataset.

Computed properties:
multiplicity	1
E_HOMO	-9.079	eV
total energy	-7761.3411	eV
LUMO energy	-0.85	eV
HOMO-LUMO gap	8.2	eV
max |F|	1.044	eV/Å

Positions of all 11 atoms, in Å:
O: 0.26201 -1.39232 -1.02366
N: 1.09601 -2.81497 0.80430
C: -0.72624 -0.37780 -0.69162
C: 0.17071 1.55126 0.61997
C: -0.24535 0.16017 0.61959
C: 0.67261 -2.10779 -0.01202
H: -0.24055 2.25559 -0.11665
H: -1.70656 -0.85895 -0.55911
H: 1.22707 1.34631 0.31722
H: 0.25249 1.97163 1.62386
H: -0.76219 0.26687 -1.58188